Record 1
ORCA calculation (wB97M-V/def2-TZVPD) on 2 unconnected molecules or ions with the total composition C5H13N at a distorted geometry.

Structure (XYZ):
```
19
Properties=species:S:1:pos:R:3:forces:R:3:lowdin_spin:R:1
N -0.797948 0.827338 0.117982 1.3 0.7 -0.3 0.656
C -0.079765 0.002979 -2.070910 1.2 -0.4 -0.2 0.001
C 1.567045 0.438881 -0.180496 0.2 0.3 -0.2 0.037
C 1.906541 0.240742 1.300828 -1.7 -0.1 -0.2 0.003
C -2.469700 -0.466557 0.948162 -0.5 -1.5 2.3 0.139
C 0.137604 -0.018948 -0.566245 0.3 -0.5 1.3 0.074
H -3.284205 0.181124 0.645283 0.1 0.4 0.0 0.005
H 0.641665 -0.628469 -2.619518 0.1 -0.1 0.1 0.000
H -1.354176 0.127415 1.176319 -1.1 -0.3 -1.5 0.016
H 2.607868 1.015288 1.603325 0.4 -0.6 0.4 0.000
H 2.110715 -0.817107 1.491586 1.1 0.2 0.0 0.001
H 1.581195 1.499960 -0.456770 0.3 0.0 0.2 0.005
H -2.510883 -1.375084 0.337689 0.5 0.2 -0.3 0.008
H 2.375766 -0.078988 -0.724768 -0.3 0.1 -0.4 0.006
H 0.184899 -1.073862 -0.181789 -0.7 0.1 -0.3 0.019
H 0.167805 1.029256 -2.355196 -0.7 0.1 -0.4 0.001
H -1.065179 -0.367331 -2.339369 -0.2 0.5 0.0 -0.001
H -2.710231 -0.862919 1.970513 -0.3 0.2 -0.3 0.029
H 0.990984 0.326282 1.903372 0.0 0.7 -0.2 0.000
```
Positions in Å, forces in eV/Å.

largest force on an atom	2.7	eV/A
HOMO-LUMO gap (alpha / beta)	5.82 / 5.93	eV
2S+1	2
⟨S²⟩	0.756
net charge	-1
lowest unoccupied orbital energy (alpha / beta)	4.4 / 4.4	eV

=====

Record 2
ORCA calculation (wB97M-V/def2-TZVPD) on C4H5NO in the gas phase.

Structure (XYZ):
```
11
Properties=species:S:1:pos:R:3:forces:R:3:lowdin_charge:R:1
O 1.776253 0.862098 0.203698 0.1 0.1 -0.4 0.025
N 0.787017 -1.045723 -0.375132 0.1 0.2 0.3 0.133
C 0.424214 1.051231 0.304211 0.1 -0.3 -0.3 -0.066
C -0.180385 -0.114079 -0.009108 -0.2 0.4 0.0 -0.347
C -1.644412 -0.375212 0.016380 -0.1 0.0 0.0 -0.041
C 1.897986 -0.407083 -0.226062 0.0 -0.2 0.0 -0.202
H -2.164954 0.516556 0.382624 0.0 -0.2 -0.1 0.079
H 2.900243 -0.757674 -0.434449 -0.2 0.0 0.2 0.133
H -1.873377 -1.201746 0.694558 0.0 0.0 -0.1 0.081
H -2.016205 -0.620237 -0.981358 0.0 -0.1 0.1 0.080
H 0.066481 2.059668 0.396698 0.0 0.0 0.5 0.126
```
Positions in Å, forces in eV/Å.

largest force on an atom	0.5	eV/A
HOMO-LUMO gap	10.29	eV
lowest unoccupied orbital energy	1.1	eV